{"formula": "C23H41NO2P2Tm", "method": "ωB97M-V/def2-TZVPD", "total_charge": 1, "homo_ev": [-9.3, -8.6], "spin_multiplicity": 3, "s_squared": 2.07, "gap_ev": [5.56, 5.00], "e_above_lowest_kcal_mol": 41.8, "elements": ["Tm", "C", "C", "C", "C", "C", "C", "H", "H", "H", "C", "H", "H", "H", "C", "H", "H", "H", "C", "H", "H", "H", "C", "H", "H", "H", "C", "C", "C", "C", "C", "C", "C", "C", "H", "H", "H", "H", "H", "H", "H", "H", "H", "H", "H", "H", "P", "C", "C", "P", "C", "C", "C", "H", "H", "H", "H", "H", "H", "H", "H", "H", "H", "H", "H", "H", "H", "O", "N", "O"], "positions_angstrom": [[0.885, 1.225, 1.688], [2.199, -0.895, 2.088], [2.901, -0.159, 1.081], [2.977, 1.051, 3.058], [2.282, -0.157, 3.320], [3.368, 1.056, 1.668], [1.809, -2.318, 1.993], [1.090, -2.505, 1.187], [1.338, -2.656, 2.917], [2.676, -2.972, 1.806], [1.984, -0.703, 4.668], [2.178, -1.785, 4.703], [0.933, -0.535, 4.929], [2.609, -0.233, 5.436], [3.415, 1.987, 4.125], [3.899, 1.450, 4.955], [2.539, 2.495, 4.552], [4.113, 2.750, 3.764], [4.283, 2.046, 1.045], [5.339, 1.907, 1.321], [4.038, 3.076, 1.325], [4.244, 2.010, -0.051], [3.246, -0.680, -0.270], [4.241, -0.361, -0.606], [2.532, -0.350, -1.043], [3.237, -1.779, -0.287], [-1.873, -2.735, 0.187], [-0.764, -3.356, -0.253], [0.184, -2.795, -1.309], [-0.519, -2.197, -2.536], [-0.847, -0.733, -2.580], [-0.516, 0.237, -1.521], [-0.875, -0.344, -0.104], [-2.129, -1.294, -0.153], [0.768, -3.664, -1.685], [-1.453, -2.741, -2.733], [0.947, -2.090, -0.917], [-2.571, -1.323, -1.233], [-2.589, -3.229, 0.870], [-0.431, -4.317, 0.179], [-2.918, -0.875, 0.485], [-0.036, -0.958, 0.241], [0.559, 0.549, -1.644], [-1.107, 0.464, 0.640], [0.134, -2.443, -3.409], [-0.755, -0.349, -3.631], [-3.240, -0.144, -2.304], [-4.962, -0.581, -1.943], [-2.977, -0.462, -4.056], [-1.242, 2.013, -1.593], [-3.013, 1.546, -1.719], [-0.711, 2.576, -3.227], [-1.253, 3.455, -0.488], [-5.380, 0.077, -1.179], [-5.044, -1.611, -1.580], [-5.554, -0.485, -2.856], [-3.868, -0.197, -4.618], [-2.740, -1.524, -4.179], [-2.176, 0.143, -4.478], [-2.086, 4.139, -0.727], [-0.334, 4.042, -0.622], [-1.351, 3.162, 0.568], [-3.515, 1.642, -0.734], [-3.533, 2.224, -2.420], [0.049, 3.355, -3.069], [-1.541, 3.005, -3.817], [-0.262, 1.746, -3.788], [-1.437, 0.419, 4.265], [-0.664, 0.701, 3.403], [-0.728, 1.989, 2.894]], "nbo_charge": [1.40, -0.20, -0.16, -0.16, -0.10, -0.21, -0.62, 0.20, 0.23, 0.22, -0.64, 0.22, 0.23, 0.22, -0.63, 0.23, 0.22, 0.22, -0.63, 0.23, 0.21, 0.21, -0.62, 0.23, 0.18, 0.23, -0.18, -0.22, -0.46, -0.46, -0.29, -0.48, -0.47, -0.50, 0.24, 0.22, 0.21, 0.23, 0.23, 0.23, 0.22, 0.28, 0.23, 0.20, 0.24, 0.20, 1.10, -0.96, -0.94, 1.48, -1.10, -0.98, -0.96, 0.25, 0.26, 0.25, 0.23, 0.26, 0.23, 0.30, 0.27, 0.29, 0.30, 0.28, 0.27, 0.27, 0.27, -0.29, 0.28, -0.70]}

---

{"formula": "C23H42B2F4N8O4PRe", "method": "ωB97M-V/def2-TZVPD", "total_charge": 3, "homo_ev": [-17.1, -17.0], "spin_multiplicity": 4, "s_squared": 3.77, "gap_ev": [6.29, 4.49], "elements": ["Re", "C", "C", "N", "O", "B", "F", "F", "O", "N", "C", "C", "C", "N", "O", "B", "F", "F", "O", "N", "C", "C", "C", "H", "H", "H", "H", "H", "H", "H", "H", "H", "H", "H", "H", "N", "P", "N", "C", "C", "C", "C", "C", "N", "C", "C", "C", "C", "C", "N", "C", "C", "C", "C", "C", "H", "H", "H", "H", "H", "H", "H", "H", "H", "H", "H", "H", "H", "H", "H", "H", "H", "H", "H", "H", "H", "H", "H", "H", "H", "H", "H", "H", "H", "H"], "positions_angstrom": [[-1.741, -0.873, -0.778], [-4.787, 1.709, 0.775], [-3.777, 0.659, 0.521], [-3.183, 0.531, -0.640], [-3.476, 1.313, -1.661], [-2.686, 1.042, -2.925], [-2.824, 2.015, -3.795], [-1.291, 0.926, -2.441], [-2.995, -0.291, -3.447], [-2.691, -1.295, -2.610], [-2.937, -2.516, -2.977], [-3.465, -2.911, -4.292], [-2.657, -3.492, -1.929], [-2.210, -2.959, -0.836], [-1.981, -3.748, 0.231], [-1.111, -3.131, 1.214], [-0.566, -3.941, 2.104], [-0.066, -2.477, 0.420], [-1.852, -2.010, 1.931], [-2.418, -1.125, 1.126], [-3.343, -0.295, 1.529], [-3.885, -0.293, 2.908], [-2.883, -4.940, -2.099], [-4.706, 2.489, 0.020], [-5.801, 1.306, 0.701], [-4.681, 2.121, 1.775], [-3.345, -2.108, -5.017], [-2.975, -3.817, -4.642], [-4.531, -3.135, -4.221], [-3.531, -1.164, 3.458], [-3.568, 0.606, 3.441], [-4.976, -0.285, 2.902], [-3.818, -5.143, -2.620], [-2.080, -5.371, -2.704], [-2.875, -5.438, -1.131], [-0.354, 0.107, 0.002], [1.068, 0.667, 0.421], [0.864, 2.232, 0.972], [-0.215, 3.041, 0.447], [0.308, 4.276, -0.310], [1.248, 5.069, 0.581], [2.378, 4.184, 1.079], [1.779, 2.970, 1.815], [2.185, 0.555, -0.836], [3.476, 1.204, -0.785], [4.520, 0.332, -1.494], [4.216, 0.247, -2.986], [2.710, 0.376, -3.242], [1.875, -0.128, -2.076], [1.810, -0.168, 1.689], [2.555, -1.379, 1.432], [3.351, -1.831, 2.650], [2.447, -2.160, 3.835], [1.142, -1.377, 3.750], [1.335, -0.033, 3.046], [-0.817, 3.400, 1.287], [-0.829, 2.426, -0.212], [-0.544, 4.889, -0.603], [0.813, 3.948, -1.222], [0.703, 5.496, 1.423], [1.663, 5.906, 0.015], [3.019, 4.727, 1.772], [2.997, 3.848, 0.248], [1.221, 3.350, 2.677], [2.573, 2.314, 2.171], [3.744, 1.399, 0.257], [3.447, 2.159, -1.327], [4.495, -0.668, -1.052], [5.512, 0.748, -1.323], [4.576, -0.705, -3.382], [4.751, 1.026, -3.530], [2.429, -0.167, -4.145], [2.465, 1.428, -3.424], [2.074, -1.202, -1.939], [0.804, -0.033, -2.282], [3.197, -1.224, 0.564], [1.876, -2.209, 1.195], [4.042, -1.029, 2.934], [3.952, -2.697, 2.374], [2.964, -1.947, 4.776], [2.232, -3.232, 3.863], [0.729, -1.205, 4.745], [0.408, -1.964, 3.186], [2.103, 0.507, 3.619], [0.420, 0.564, 3.058]], "lowdin_charge": [1.90, 0.06, -0.17, -0.10, 0.13, -1.03, 0.31, 0.04, 0.13, -0.07, -0.17, 0.06, -0.17, -0.06, 0.14, -1.07, 0.29, 0.03, 0.10, -0.11, -0.17, 0.05, 0.06, 0.11, 0.13, 0.11, 0.11, 0.12, 0.14, 0.11, 0.12, 0.12, 0.12, 0.13, 0.11, -0.23, 0.76, -0.20, -0.19, -0.16, -0.18, -0.15, -0.19, -0.20, -0.19, -0.15, -0.17, -0.16, -0.21, -0.03, -0.13, -0.12, -0.15, -0.13, -0.13, 0.13, 0.08, 0.13, 0.12, 0.13, 0.13, 0.13, 0.10, 0.14, 0.10, 0.12, 0.13, 0.10, 0.13, 0.12, 0.13, 0.13, 0.12, 0.13, 0.08, 0.12, 0.16, 0.14, 0.14, 0.13, 0.13, 0.14, 0.10, 0.17, 0.14]}

---

{"formula": "C23H42BKNO9S2", "method": "ωB97M-V/def2-TZVPD", "total_charge": -3, "homo_ev": 2.3, "gap_ev": 2.91, "elements": ["K", "C", "C", "C", "C", "C", "C", "N", "O", "C", "C", "C", "H", "H", "H", "H", "H", "H", "H", "H", "H", "H", "H", "H", "H", "H", "H", "H", "H", "H", "B", "H", "H", "H", "H", "C", "C", "C", "O", "C", "C", "C", "O", "O", "O", "H", "H", "C", "S", "O", "C", "H", "H", "H", "H", "H", "H", "C", "S", "O", "C", "H", "H", "H", "H", "H", "H", "O", "C", "O", "C", "C", "C", "H", "H", "H", "H", "H", "H"], "positions_angstrom": [[-0.699, 0.243, -2.146], [2.288, -0.129, 2.449], [1.128, 0.904, 2.469], [1.245, 1.678, 3.800], [2.407, 2.661, 3.834], [2.317, 3.661, 2.673], [2.087, 2.966, 1.300], [1.132, 1.876, 1.422], [0.640, 1.402, 0.206], [3.436, 2.472, 0.759], [1.461, 3.991, 0.354], [-0.188, 0.150, 2.497], [2.310, -0.608, 1.464], [2.186, -0.963, 3.157], [3.279, 0.284, 2.662], [1.240, 0.985, 4.648], [0.331, 2.276, 3.895], [3.353, 2.107, 3.833], [2.371, 3.152, 4.814], [3.317, 4.116, 2.635], [1.638, 4.488, 2.881], [3.319, 1.605, 0.107], [4.202, 2.283, 1.518], [3.888, 3.208, 0.075], [1.301, 3.626, -0.657], [2.131, 4.862, 0.299], [0.519, 4.334, 0.780], [-0.222, -0.626, 3.273], [-0.355, -0.384, 1.559], [-1.068, 0.776, 2.653], [-1.899, 3.356, -2.650], [-2.569, 4.181, -2.166], [-0.811, 3.660, -2.352], [-2.211, 2.323, -2.239], [-1.982, 3.348, -3.821], [-4.245, -1.519, 2.527], [-4.366, -2.796, 1.988], [-3.738, -3.091, 0.643], [-3.557, -4.294, 0.240], [-3.157, -2.076, -0.098], [-3.205, -0.690, 0.259], [-3.820, -0.412, 1.701], [-3.821, 0.757, 2.098], [-2.746, 0.215, -0.449], [-4.914, -3.712, 2.688], [-4.504, -1.265, 3.543], [-2.681, -2.271, -1.051], [2.959, -0.306, -1.660], [2.586, -1.211, -3.206], [1.391, -0.481, -3.755], [4.054, -0.663, -4.173], [3.241, 0.729, -1.849], [3.727, -0.872, -1.126], [2.077, -0.250, -1.008], [4.019, 0.415, -4.331], [4.009, -1.129, -5.159], [4.979, -0.967, -3.683], [-4.067, -1.875, -5.418], [-3.329, -1.539, -3.803], [-1.841, -1.491, -4.068], [-3.901, 0.171, -3.732], [-3.696, -1.161, -6.153], [-5.153, -1.729, -5.405], [-3.956, -2.926, -5.680], [-4.937, 0.318, -4.039], [-3.354, 0.704, -4.521], [-3.609, 0.665, -2.803], [0.153, -2.201, -1.022], [0.506, -2.649, 0.025], [1.800, -2.778, 0.389], [1.925, -3.529, 1.583], [0.537, -3.511, 2.233], [-0.405, -3.325, 1.032], [2.637, -3.026, 2.237], [2.231, -4.555, 1.356], [0.460, -2.720, 2.976], [0.325, -4.439, 2.770], [-1.183, -2.590, 1.265], [-0.953, -4.185, 0.652]], "lowdin_charge": [0.68, -0.04, -0.52, -0.16, -0.21, -0.14, -0.51, -0.21, -0.28, -0.05, -0.05, -0.02, 0.06, 0.06, 0.06, 0.11, 0.12, 0.09, 0.09, 0.10, 0.10, 0.04, 0.06, 0.06, 0.07, 0.07, 0.09, 0.08, 0.07, 0.09, -0.47, -0.09, -0.08, -0.12, -0.09, -0.04, -0.43, -0.41, -0.10, -0.07, -0.36, -0.38, -0.04, -0.08, -0.13, 0.08, 0.08, -0.26, 0.84, -0.60, -0.28, 0.05, 0.05, 0.02, 0.05, 0.03, 0.04, -0.29, 0.85, -0.59, -0.24, 0.05, 0.04, 0.04, 0.05, 0.06, 0.03, 0.08, -0.46, 0.00, -0.18, -0.14, -0.04, 0.10, 0.11, 0.09, 0.11, 0.11, 0.13]}